(1)
82
Properties=species:S:1:pos:R:3:mulliken_charge:R:1 method="wB97M-V/def2-TZVPD" lumo_energy_ev=2.22 homo_energy_ev=-5.491 charge=-1 orbital_gap_ev=7.71 max_force_ev_per_a=0.7
C 0.15654 -0.47322 1.38702 -0.479
O 0.10314 0.54300 0.41024 -0.319
C 0.91800 0.34110 -0.72048 -0.681
C 0.38607 1.18037 -1.87880 -0.446
C -1.13156 1.33957 -1.85222 -1.446
C -1.95711 0.04457 -1.81273 0.151
C -1.43432 -1.08465 -2.70629 -0.500
C -2.50352 -2.08657 -3.18554 -1.199
C -3.63132 -2.35936 -2.19763 -0.487
C -3.11213 -2.95721 -0.89662 -0.620
S -4.27918 -2.86179 0.44068 1.110
O -3.76011 -3.69785 1.49420 -0.721
O -5.57335 -3.22268 -0.08650 -0.728
N -4.10707 -1.30720 0.72937 -0.129
S -5.08618 -0.52561 1.66977 0.946
O -6.35174 -0.18703 1.08190 -0.673
O -5.12455 -0.97816 3.03164 -0.607
O -4.21097 0.84284 1.66000 -0.481
H 0.14792 -0.01339 2.37451 0.020
H -0.71069 -1.13254 1.29598 0.202
H 1.06333 -1.07875 1.29746 0.382
H 0.93295 -0.71959 -0.99530 0.379
H 1.95502 0.62836 -0.49486 0.487
H 0.84005 2.17406 -1.82729 0.449
H 0.72948 0.74742 -2.82047 0.246
H -1.43759 1.94510 -2.71071 0.429
H -1.38340 1.91311 -0.96139 0.352
H -2.98048 0.28482 -2.09853 0.583
H -2.00178 -0.28129 -0.77526 -0.115
H -0.65035 -1.64192 -2.18814 0.247
H -0.95587 -0.65039 -3.58907 0.408
H -2.01738 -3.03892 -3.41792 0.341
H -2.93028 -1.72214 -4.12432 0.334
H -4.19970 -1.45384 -1.98842 0.269
H -4.33842 -3.06470 -2.63614 0.478
H -2.20806 -2.46442 -0.54565 -0.049
H -2.90706 -4.02541 -1.00238 0.563
H -4.70704 1.45257 2.22381 0.287
C 4.75432 0.84082 -2.90800 -1.204
C 4.70723 0.93149 -4.42522 -0.457
N 3.88733 2.03311 -4.89583 0.247
C 3.55055 1.95476 -6.30476 -0.713
C 4.69010 2.05383 -7.32635 -1.002
C 4.24376 3.34687 -4.38791 -0.731
C 5.67772 3.83907 -4.62110 -1.006
H 3.74405 0.83852 -2.49582 0.112
H 5.25107 -0.08174 -2.60496 0.461
H 5.30485 1.66988 -2.46145 0.306
H 4.26132 0.01561 -4.82300 0.470
H 5.73945 0.96276 -4.81260 0.245
H 2.81353 2.73527 -6.51212 0.368
H 3.03311 1.00240 -6.45623 0.396
H 5.09961 3.06154 -7.38932 0.213
H 4.31660 1.78924 -8.31761 0.411
H 5.50498 1.36883 -7.08766 0.274
H 4.05055 3.35575 -3.31251 0.301
H 3.53671 4.06033 -4.81824 0.449
H 6.41138 3.08398 -4.33362 0.249
H 5.86390 4.72500 -4.01081 0.390
H 5.86323 4.10922 -5.65982 0.237
C -3.25858 -1.45574 5.26219 -1.370
C -2.09552 -1.74146 6.20119 -0.495
N -0.82369 -1.25399 5.69232 0.298
C 0.33308 -1.78948 6.38091 -0.694
C 0.52173 -1.43929 7.86304 -1.003
C -0.78202 0.15952 5.36125 -0.764
C -1.10898 1.17157 6.46653 -1.236
H -3.04292 -1.81142 4.25480 0.318
H -4.15574 -1.96351 5.61620 0.534
H -3.49096 -0.39206 5.20338 0.234
H -1.99057 -2.82389 6.32040 0.457
H -2.33604 -1.34459 7.20218 0.251
H 1.22294 -1.47974 5.82461 0.336
H 0.28179 -2.87936 6.29029 0.435
H 0.80867 -0.39796 8.00574 0.217
H 1.31343 -2.05979 8.28924 0.413
H -0.38759 -1.62380 8.43664 0.267
H -1.47124 0.32576 4.53057 0.379
H 0.21398 0.37108 4.96120 0.470
H -2.02860 0.90690 6.99076 0.263
H -1.25794 2.15793 6.02305 0.411
H -0.31187 1.25858 7.20453 0.281

***

(2)
94
Properties=species:S:1:pos:R:3:mulliken_charge:R:1 method="wB97M-V/def2-TZVPD" lumo_energy_ev=-6.87 homo_energy_ev=-8.551 charge=+1 orbital_gap_ev=1.68 max_force_ev_per_a=8.7
C 3.86907 0.03005 2.67250 -1.150
C 2.41131 -0.08325 3.31335 0.827
C 1.31213 -0.65748 2.31434 -0.262
C -0.09842 -0.74649 3.04189 -1.157
C -1.34094 -0.32008 2.11362 1.166
C -2.39896 0.58174 2.90944 -1.434
C -2.79559 1.98214 2.18928 0.258
B -1.52995 2.96991 1.84169 2.170
Br -2.12479 4.14948 0.28854 -0.510
O -1.12411 3.86487 2.91872 -0.979
C -0.26838 3.20861 3.87928 0.587
C 0.96387 4.17867 4.25768 -1.161
N 2.28300 3.57975 3.90195 -0.023
C 3.04724 4.36294 2.89355 -0.919
C 3.31091 3.58223 1.52044 0.752
C 2.00920 2.89457 0.93166 -0.246
O 3.76693 4.52591 0.49871 -0.579
H 4.53211 -0.77031 3.12860 0.367
H 4.32463 1.01898 2.99183 0.220
H 3.87690 -0.10928 1.54960 0.235
H 2.04223 0.93145 3.65301 -0.129
H 2.46804 -0.72538 4.24223 -0.362
H 1.19353 -0.04907 1.37088 -0.224
H 1.64465 -1.70931 2.04163 0.468
H -0.24523 -1.83538 3.33182 0.436
H -0.14052 -0.13215 4.00018 0.514
H -0.94200 0.13253 1.16432 -0.160
H -1.83657 -1.32304 1.80618 -0.288
H -2.08973 0.71561 4.00040 0.578
H -3.38702 -0.05602 2.96127 0.274
H -3.63245 2.53559 2.81515 -0.048
H -3.36523 1.67745 1.13498 0.068
H -0.65236 2.27639 1.42480 -0.536
H 0.08671 2.18396 3.56795 -0.590
H -0.87423 3.09085 4.83163 0.334
H 0.78006 5.19888 3.80419 0.194
H 0.98290 4.33936 5.38598 0.366
H 2.83939 3.52506 4.76084 0.317
H 4.07356 4.55608 3.35037 0.306
H 2.61206 5.37400 2.64493 0.252
H 4.08416 2.75619 1.63307 0.104
H 2.16255 2.37508 -0.06210 0.709
H 1.56573 2.13835 1.64595 -0.730
H 1.20261 3.69844 0.77289 -0.431
H 3.41462 4.14001 -0.32358 0.327
Mg -4.71958 1.28047 3.85678 0.483
O -0.72623 -0.97209 -5.44494 -0.772
P -0.39059 -1.43851 -4.02694 1.075
O 0.74135 -0.26991 -3.67850 -0.295
C 0.26140 1.01565 -3.33315 -0.841
C -0.45387 1.00749 -1.98965 0.164
O 0.58608 -2.68536 -4.50993 -0.482
C 0.56891 -3.20783 -5.83854 -0.040
C 1.60622 -2.51510 -6.70186 -1.159
O -0.26206 -2.00219 -2.42326 -0.217
C 0.68305 -2.97443 -1.97208 -0.137
C 2.12357 -2.49933 -2.00370 -0.966
H -0.39887 1.39227 -4.12118 0.353
H 1.12870 1.68014 -3.27998 0.372
H -1.37550 0.42138 -2.03738 0.271
H -0.71782 2.02678 -1.68871 -0.485
H 0.17647 0.56424 -1.21575 0.152
H -0.43056 -3.15175 -6.27207 0.363
H 0.81524 -4.27046 -5.77120 0.099
H 1.50720 -1.42749 -6.67009 0.336
H 1.52158 -2.83995 -7.74075 0.368
H 2.61287 -2.74649 -6.34387 0.314
H 0.55367 -3.91344 -2.51118 0.326
H 0.41903 -3.18856 -0.93204 0.304
H 2.46273 -2.25936 -3.01161 0.236
H 2.78248 -3.27610 -1.60961 0.445
H 2.24531 -1.59425 -1.40301 0.124
O 0.84881 -6.02313 -6.94851 -0.445
C 0.36357 -7.13550 -6.52769 -0.105
C 1.10952 -8.39087 -7.34403 -0.165
O 0.60636 -9.49457 -6.92976 -0.401
H -0.71751 -7.29596 -6.66303 0.292
H 0.49204 -7.36576 -5.45801 0.259
H 2.18770 -8.23240 -7.18369 0.264
H 0.99171 -8.14799 -8.41187 0.257
Cs -0.17048 4.89707 -1.30638 1.192
Cl -2.27527 -2.56595 0.20626 0.069
C -8.79133 3.15471 2.03462 -0.424
O -7.97019 4.27721 1.72608 -0.474
H -9.31860 2.84480 1.13410 0.235
H -8.16854 2.32821 2.38956 0.128
H -9.51824 3.43126 2.80145 0.264
H -7.51847 4.52951 2.53785 0.271
O 0.76044 -2.48426 5.74356 -0.923
V 2.37466 -2.79646 6.31645 1.423
O 3.99316 -3.08701 6.87479 -0.839
Al -3.74069 5.37291 2.11055 0.540
F -3.38545 -4.64992 0.42491 -0.388
Br -3.48753 0.62042 0.03140 -0.332

***

(3)
85
Properties=species:S:1:pos:R:3:mulliken_charge:R:1 method="wB97M-V/def2-TZVPD" lumo_energy_ev=2.66 homo_energy_ev=-5.381 charge=-1 orbital_gap_ev=8.04 e_above_lowest_kcal_mol=0.0 max_force_ev_per_a=1.9
Cl 0.96030 -0.66881 1.10727 1.545
O 0.58025 -1.98379 1.54414 -0.582
O -0.14052 0.24705 1.28568 -0.807
O 2.11189 -0.21072 1.84773 -0.714
O 1.34248 -0.71650 -0.29490 -0.583
C -2.83314 0.66919 -0.89802 -0.030
C -3.95753 1.21920 -0.01048 -1.231
N -3.74516 1.02724 1.42599 0.016
C -2.46202 1.53578 1.92810 -0.272
C -2.23921 3.01753 1.59608 -1.508
C -3.82342 -0.40666 1.76960 -0.277
C -4.29158 -0.60447 3.21781 -1.484
H -1.93938 1.27133 -0.74522 -0.301
H -3.09613 0.64074 -1.95574 0.359
H -2.66012 -0.37215 -0.62013 0.269
H -4.06692 2.29432 -0.18250 0.372
H -4.92984 0.81723 -0.30194 0.503
H -2.51644 1.47214 3.01383 0.497
H -1.62924 0.93532 1.54394 0.589
H -3.22272 3.46723 1.43230 0.546
H -1.82984 3.54584 2.45626 0.395
H -1.61076 3.17376 0.72120 0.003
H -2.85750 -0.89781 1.59957 0.149
H -4.53083 -0.94129 1.13274 0.499
H -3.57445 -0.37187 4.00362 0.314
H -4.52376 -1.66895 3.31061 0.437
H -5.17397 0.01405 3.37830 0.328
C -1.13985 0.38519 -4.24750 -0.666
C -0.40597 -0.38340 -5.34230 -0.764
N 0.14329 -1.65132 -4.91044 0.223
C 0.67472 -2.42238 -6.01688 -0.397
C 1.15444 -3.82850 -5.61990 -1.281
C 0.96601 -1.53104 -3.71278 -0.937
C 2.23948 -0.68306 -3.80833 -1.077
H -2.08951 -0.12712 -4.05510 0.286
H -1.49334 1.31038 -4.71306 0.503
H -0.65558 0.59079 -3.29909 -0.211
H -1.00787 -0.45088 -6.24918 0.488
H 0.44516 0.25436 -5.65312 0.324
H 1.53773 -1.94310 -6.52015 0.344
H -0.09305 -2.46707 -6.79209 0.429
H 1.31447 -4.42144 -6.51976 0.418
H 0.29624 -4.28654 -5.11792 0.326
H 2.01688 -3.79475 -4.96539 0.267
H 0.33161 -1.19924 -2.89163 0.405
H 1.26126 -2.54299 -3.44270 0.362
H 2.01206 0.30614 -4.20885 0.183
H 2.71442 -0.59188 -2.83474 0.404
H 2.89901 -1.20255 -4.50972 0.396
C 0.18999 3.00261 3.79239 0.553
O -0.86068 3.30290 4.32176 -0.693
N 1.39175 3.52124 4.18137 0.134
C 2.65311 3.00455 3.65915 -0.750
C 1.52687 4.63964 5.08706 -1.041
H 0.28037 2.28792 2.96044 0.099
H 3.21892 2.63374 4.51809 0.363
H 3.20367 3.78621 3.13677 0.253
H 2.49216 2.13515 3.02431 0.145
H 2.09439 5.43006 4.58988 0.347
H 0.55481 5.08746 5.28714 0.327
H 1.98697 4.31681 6.02001 0.307
C 1.90752 4.49698 -1.40842 0.031
O 1.42239 4.91968 -2.44224 -0.603
N 1.69351 3.27755 -0.87655 0.252
C 0.98461 2.25435 -1.61460 -0.690
C 2.35640 2.84258 0.33789 -0.124
H 2.62590 5.07055 -0.79548 0.281
H 0.28738 2.70146 -2.32256 0.337
H 0.45894 1.62866 -0.89520 -0.321
H 1.62506 1.63770 -2.25028 0.559
H 3.24955 2.27793 0.05687 0.288
H 2.76007 3.71190 0.86107 0.262
H 1.64460 2.34090 0.98435 -0.376
C 0.22182 -4.82071 3.68638 0.228
O 0.45050 -4.77977 4.87558 -0.617
N 1.02770 -5.47162 2.79578 0.138
C 0.89598 -5.19677 1.37548 -0.950
C 2.09180 -6.33549 3.17562 -0.947
H -0.64512 -4.40716 3.15360 0.315
H 1.75308 -4.64787 0.99098 0.328
H 0.00140 -4.59979 1.19391 0.233
H 0.69564 -6.08648 0.76927 0.327
H 2.09703 -7.31935 2.69416 0.306
H 3.09458 -5.94719 2.95151 0.314
H 2.10526 -6.52083 4.24931 0.326

***

(4)
78
Properties=species:S:1:pos:R:3:mulliken_charge:R:1 method="wB97M-V/def2-TZVPD" smiles=CC1(C)CCCC(C)(C)N1O.CC(C)O.CC(C)O.CC(C)O.CC(C)O lumo_energy_ev=0.52 homo_energy_ev=-8.962 orbital_gap_ev=9.48 e_above_lowest_kcal_mol=56.7 max_force_ev_per_a=3.5
C -0.67351 -0.18771 -3.78695 -1.674
C -0.66177 0.75786 -2.56864 1.665
C 0.73809 0.86625 -1.86675 -1.501
C -0.90869 2.18590 -3.11524 -1.177
C -2.40721 2.42767 -3.40389 -0.723
C -3.29446 2.14996 -2.16675 -1.255
C -3.10040 0.66531 -1.65327 1.591
C -3.70300 0.71426 -0.30811 -1.880
C -3.88407 -0.38773 -2.40536 -1.625
N -1.59328 0.47665 -1.50864 0.174
O -1.40630 -0.80614 -0.85640 -0.036
H -1.59006 -0.14078 -4.37502 0.155
H 0.22410 -0.10825 -4.40021 0.510
H -0.59756 -1.23531 -3.49563 0.300
H 1.60673 1.02186 -2.50655 0.550
H 0.70292 1.61796 -1.07821 0.027
H 0.87952 0.02887 -1.18346 0.119
H -0.77783 2.89222 -2.29543 0.287
H -0.26736 2.50453 -3.93698 0.482
H -2.47655 3.48303 -3.66751 0.484
H -2.81544 1.81216 -4.20551 0.294
H -4.32210 2.44503 -2.37885 0.493
H -2.93723 2.89655 -1.45746 0.321
H -3.10734 1.36236 0.33474 0.275
H -3.52525 -0.24818 0.17170 0.375
H -4.77890 0.88898 -0.30583 0.423
H -4.87541 0.05392 -2.50686 0.462
H -3.90524 -1.33987 -1.87519 0.394
H -3.46469 -0.73222 -3.35063 0.237
H -1.60934 -1.43033 -1.55695 0.240
C 2.38993 -1.07784 2.35814 -1.035
C 3.63295 -0.18418 2.41877 0.654
C 3.24959 1.27557 2.39982 -1.126
O 4.37011 -0.36866 3.67372 -0.571
H 1.96936 -1.11420 1.35321 0.023
H 1.54933 -0.78562 2.98749 0.245
H 2.56158 -2.12470 2.60856 0.467
H 4.25381 -0.53508 1.59446 0.169
H 4.07264 1.90244 2.05669 0.437
H 3.02393 1.66214 3.39367 0.279
H 2.46107 1.58295 1.71290 0.087
H 4.30280 -1.30510 3.87409 0.323
C -0.99344 -2.36947 4.39047 -1.287
C -1.70728 -2.80147 3.11480 0.579
C -0.86479 -2.43703 1.93014 -0.795
O -1.83804 -4.15894 3.16123 -0.538
H -1.66838 -2.56938 5.22270 0.372
H -0.71897 -1.31462 4.38316 0.177
H -0.04783 -2.87792 4.57862 0.357
H -2.62668 -2.22423 3.01678 0.234
H -0.70523 -1.39473 1.65398 -0.005
H -1.25799 -2.86126 1.00628 0.300
H 0.13440 -2.79175 2.18291 0.239
H -2.29016 -4.29160 2.32481 0.380
C -0.63550 1.69138 2.80329 -0.704
C -0.53157 3.23486 2.87548 0.335
C 0.60761 3.73398 3.80316 -0.836
O -0.36133 3.70244 1.58812 -0.613
H 0.21378 1.16012 2.37365 -0.036
H -1.56086 1.34062 2.34638 0.139
H -0.76679 1.22898 3.78157 0.392
H -1.44523 3.62083 3.32753 0.368
H 0.49848 3.63952 4.88356 0.393
H 0.80863 4.78186 3.58038 0.324
H 1.48014 3.11910 3.58243 -0.102
H 0.28490 3.17262 1.11559 0.371
C 2.31605 -2.24713 -4.14995 -1.163
C 3.39197 -2.42415 -3.04925 0.379
C 3.31353 -1.42423 -1.96953 -0.956
O 3.08247 -3.76528 -2.43272 -0.562
H 2.59144 -2.81420 -5.03916 0.376
H 2.46443 -1.20498 -4.43281 0.290
H 1.27271 -2.32711 -3.84477 0.213
H 4.34909 -2.31220 -3.55866 0.292
H 4.22994 -1.40683 -1.37964 0.447
H 2.39932 -1.46392 -1.37730 0.050
H 3.33734 -0.40586 -2.35743 0.336
H 3.93867 -4.10088 -2.15724 0.317

***

(5)
85
Properties=species:S:1:pos:R:3:mulliken_charge:R:1 method="wB97M-V/def2-TZVPD" lumo_energy_ev=0.39 homo_energy_ev=-8.370 orbital_gap_ev=8.76 max_force_ev_per_a=1.0
C 8.23328 -0.95549 0.48164 -0.852
S 6.82516 -2.03855 0.58384 0.434
O 6.26516 -1.88116 1.94077 -0.590
C 5.75227 -1.10508 -0.51044 -0.548
H 8.95278 -1.19700 1.26287 0.346
H 7.94175 0.09196 0.57416 0.208
H 8.74844 -1.07927 -0.47617 0.367
H 5.72062 -1.57170 -1.49562 0.433
H 6.05553 -0.06738 -0.59821 0.276
H 4.77088 -1.16765 -0.04622 -0.048
C -3.37213 2.29578 -3.03554 0.486
S -3.12029 4.06452 -2.80712 0.323
O -3.26906 4.33771 -1.36822 -0.589
C -1.37670 4.05667 -3.18015 -0.671
H -4.42354 2.08335 -3.19767 0.490
H -3.00777 1.78027 -2.14488 0.098
H -2.75245 1.97985 -3.87781 -0.961
H -0.82551 3.28735 -2.63973 -0.052
H -1.00148 5.04146 -2.89586 0.434
H -1.25809 3.96039 -4.26013 0.375
C 3.76674 0.81426 2.28097 -0.679
S 5.35717 1.46248 1.83583 0.627
O 5.21674 2.91798 1.67452 -0.718
C 6.16109 1.16099 3.39048 -0.977
H 3.85098 -0.23677 2.55185 0.443
H 3.12603 0.97877 1.41529 -0.149
H 3.33023 1.39376 3.09570 0.420
H 6.33982 0.09151 3.50456 0.286
H 5.55865 1.52326 4.22792 0.372
H 7.10217 1.70997 3.40109 0.336
C -1.44227 2.06645 3.12120 -0.972
S -0.11300 2.75042 2.14396 0.357
O 0.64207 1.58758 1.62502 -0.435
C -1.16344 3.33976 0.84174 -0.835
H -2.20366 2.82776 3.30734 0.423
H -1.04463 1.72785 4.07471 0.363
H -1.87974 1.23735 2.56501 0.210
H -1.91458 2.60611 0.55334 0.192
H -0.54727 3.58913 -0.02128 0.223
H -1.66813 4.26568 1.11949 0.530
C 0.36130 -0.82364 -1.39161 0.081
Cl 1.85727 -0.56850 -0.52064 0.041
Cl -0.58003 -2.11501 -0.66286 -0.081
Cl -0.59282 0.65992 -1.30772 -0.137
Cl 0.65372 -1.14722 -3.09302 -0.095
C 0.01906 1.59285 -5.22832 -0.970
C -1.37964 1.59065 -5.82314 -0.682
C -2.18951 0.37584 -5.38780 -0.442
C -3.65418 0.44696 -5.81688 -0.172
C -4.37474 -0.87563 -5.69853 -0.656
C -3.98947 -1.89649 -6.78667 -1.140
H 0.58817 2.46589 -5.55986 0.340
H 0.56936 0.69490 -5.50163 0.375
H -0.02513 1.69082 -4.13825 0.014
H -1.92524 2.50662 -5.57394 0.346
H -1.27375 1.56365 -6.91365 0.473
H -2.12518 0.22303 -4.30163 0.066
H -1.74611 -0.53701 -5.80748 0.531
H -4.18825 1.17132 -5.18670 0.175
H -3.72051 0.83604 -6.83901 0.383
H -4.15703 -1.30454 -4.71248 0.248
H -5.45736 -0.73287 -5.71766 0.381
H -4.72117 -2.70047 -6.84389 0.373
H -4.01407 -1.39704 -7.75990 0.273
H -2.98966 -2.29136 -6.62600 0.287
C -1.61626 -1.86230 8.21033 -1.269
C -1.51993 -2.93081 7.13807 -0.413
C -1.59779 -2.40084 5.71840 -0.552
C -1.87225 -3.48891 4.68710 -0.679
C -1.83590 -2.97085 3.26837 -0.172
C -1.85751 -4.08827 2.22683 -1.208
H -1.77038 -2.31054 9.19344 0.361
H -2.44111 -1.17629 8.01013 0.332
H -0.70256 -1.26654 8.27425 0.303
H -0.60329 -3.52174 7.25569 0.290
H -2.31365 -3.67711 7.27449 0.369
H -0.68022 -1.84999 5.47309 0.333
H -2.38717 -1.63709 5.68381 0.297
H -1.14535 -4.29767 4.80649 0.301
H -2.87366 -3.88317 4.89833 0.309
H -2.64071 -2.26029 3.06234 0.281
H -0.90026 -2.41398 3.12601 0.240
H -2.63617 -4.82591 2.42883 0.379
H -1.98612 -3.68252 1.22390 0.170
H -0.89853 -4.61421 2.22106 0.339